(1)
DFT (ωB97M-V/def2-TZVPD) results for a cluster of 3 separate species, CH7O3 in total at a distorted geometry.

net charge = -1
LUMO energy = 4.43 eV
relative energy (zero: lowest compared OMol25 entry of this formula, charge and spin) = 7.8 kcal/mol
E_tot = -7293.3835 eV

Positions of all 11 atoms, in Å:
C  0.09  0.70  -1.12
O  -0.43  -0.01  -0.08
H  0.35  1.71  -0.80
H  1.07  0.33  -1.51
H  -0.69  0.82  -1.94
H  -0.04  -1.50  0.14
H  1.08  -2.16  -0.50
O  0.46  -2.41  0.21
H  -0.64  0.35  2.40
H  -0.60  0.88  1.11
O  -0.67  1.27  2.09

These are the natural (NBO) partial charges, in e, on atoms 1 to 5: number 1, C, carries -0.208; number 2, O, carries -0.940; number 3, H, carries 0.124; number 4, H, carries 0.104; number 5, H, carries 0.109

=====

(2)
DFT (ωB97M-V/def2-TZVPD) results for a cluster of 4 separate species, CH7O5 in total at a distorted geometry.

net charge = -1
LUMO energy = 3.90 eV
relative energy (zero: lowest compared OMol25 entry of this formula, charge and spin) = 10.4 kcal/mol
E_tot = -11390.4351 eV

Positions of all 13 atoms, in Å:
O  0.34  0.26  0.65
C  -0.28  -0.21  -0.34
O  -0.81  0.50  -1.24
H  -0.16  -1.27  -0.48
H  -2.15  -1.18  -2.98
H  -1.03  -0.41  -2.39
O  -1.19  -1.26  -3.01
H  0.84  2.10  1.26
H  1.00  2.82  -0.02
O  0.92  3.01  0.91
H  1.14  -1.47  3.32
H  0.56  -1.08  1.86
O  0.82  -1.80  2.47

These are the natural (NBO) partial charges, in e, on atoms 1 to 5: number 1, O, carries -0.807; number 2, C, carries 0.637; number 3, O, carries -0.753; number 4, H, carries 0.075; number 5, H, carries 0.437

=====

(3)
DFT (ωB97M-V/def2-TZVPD) results for a cluster of 4 separate species, CH7O5 in total at a distorted geometry.

net charge = -1
LUMO energy = 3.85 eV
relative energy (zero: lowest compared OMol25 entry of this formula, charge and spin) = 30.5 kcal/mol
E_tot = -11389.5637 eV

Positions of all 13 atoms, in Å:
O  0.29  1.92  0.14
C  -0.10  0.97  0.93
O  0.36  -0.16  1.17
H  -1.15  1.06  1.48
H  -0.98  -1.50  1.10
H  -1.62  -2.31  2.10
O  -1.87  -1.81  1.19
H  1.76  -1.57  -1.50
H  1.63  -1.68  -0.11
O  1.93  -2.28  -0.91
H  0.42  2.35  -2.37
H  -0.25  2.33  -1.14
O  -0.42  2.68  -2.08

These are the natural (NBO) partial charges, in e, on atoms 1 to 5: number 1, O, carries -0.800; number 2, C, carries 0.672; number 3, O, carries -0.799; number 4, H, carries 0.026; number 5, H, carries 0.494

=====

(4)
DFT (ωB97M-V/def2-TZVPD) results for a cluster of 2 separate species, CH7OS in total at a distorted geometry.

net charge = +1
LUMO energy = -6.82 eV
relative energy (zero: lowest compared OMol25 entry of this formula, charge and spin) = 66.1 kcal/mol
E_tot = -14022.7088 eV

Positions of all 10 atoms, in Å:
O  -1.99  -0.06  0.56
H  2.03  0.56  0.31
H  -2.51  -0.88  0.57
H  -2.43  0.36  1.31
C  0.81  -1.14  -0.43
S  0.77  0.67  -0.14
H  0.82  -1.38  -1.49
H  1.57  -1.68  0.13
H  -0.15  -1.37  0.03
H  -0.55  0.89  -0.38

These are the natural (NBO) partial charges, in e, on atoms 1 to 5: number 1, O, carries -0.965; number 2, H, carries 0.380; number 3, H, carries 0.505; number 4, H, carries 0.503; number 5, C, carries -0.709

=====

(5)
DFT (ωB97M-V/def2-TZVPD) results for a structure of composition CH7P3 at a distorted geometry.

LUMO energy = 0.22 eV
relative energy (zero: lowest compared OMol25 entry of this formula, charge and spin) = 26.1 kcal/mol
E_tot = -29014.3721 eV

Positions of all 11 atoms, in Å:
C  -0.03  1.60  0.47
P  1.51  -0.95  0.24
P  -1.60  -1.24  0.34
P  -0.19  0.13  -0.63
H  -0.11  1.47  1.53
H  -0.85  2.37  0.28
H  0.91  2.05  0.13
H  2.64  -0.59  -0.48
H  1.62  -2.23  -0.32
H  -2.46  -0.39  -0.36
H  -1.44  -2.23  -1.21

These are the natural (NBO) partial charges, in e, on atoms 1 to 5: number 1, C, carries -0.958; number 2, P, carries -0.065; number 3, P, carries 0.019; number 4, P, carries 0.281; number 5, H, carries 0.232

=====

(6)
DFT (ωB97M-V/def2-TZVPD) results for the molecule CH7PSi at a distorted geometry.

SMILES string = [SiH3]CP
LUMO energy = 0.96 eV
relative energy (zero: lowest compared OMol25 entry of this formula, charge and spin) = 17.9 kcal/mol
E_tot = -18315.4420 eV

Positions of all 10 atoms, in Å:
Si  -1.28  0.46  0.23
C  0.29  -0.52  0.31
P  1.85  0.46  -0.06
H  -2.37  -0.42  0.66
H  -1.35  0.84  -1.23
H  -1.19  1.55  1.23
H  0.28  -1.22  1.26
H  0.18  -1.27  -0.47
H  1.29  1.65  0.23
H  2.20  0.41  1.31

These are the natural (NBO) partial charges, in e, on atoms 1 to 5: number 1, Si, carries 0.900; number 2, C, carries -1.178; number 3, P, carries 0.334; number 4, H, carries -0.167; number 5, H, carries -0.158

=====

(7)
DFT (ωB97M-V/def2-TZVPD) results for a cluster of 2 separate species, CH8BN3 in total at a distorted geometry.

LUMO energy (alpha / beta) = -0.18 / 0.26 eV
relative energy (zero: lowest compared OMol25 entry of this formula, charge and spin) = 82.4 kcal/mol
E_tot = -6312.3494 eV

Positions of all 13 atoms, in Å:
B  -0.93  -0.01  -0.23
C  2.34  0.67  -0.11
N  -1.34  1.24  0.29
N  -1.96  -0.99  -0.23
N  0.27  -0.35  -0.96
H  2.24  0.69  1.00
H  2.41  -0.19  -0.71
H  2.14  1.56  -0.60
H  -2.14  1.37  0.90
H  -0.87  2.15  0.28
H  -2.91  -0.66  0.01
H  -2.00  -1.96  -0.42
H  0.60  -1.38  -0.82

These are the natural (NBO) partial charges, in e, on atoms 1 to 5: number 1, B, carries 0.899; number 2, C, carries -0.416; number 3, N, carries -1.080; number 4, N, carries -1.064; number 5, N, carries -0.780

=====

(8)
DFT (ωB97M-V/def2-TZVPD) results for a structure of composition CH8F3O15P2SZr at a distorted geometry.

net charge = -3
LUMO energy = 6.01 eV
E_tot = -70707.1213 eV

Positions of all 31 atoms, in Å:
Zr  -0.58  0.41  -0.39
C  3.82  -3.60  1.38
F  4.31  -2.79  0.46
F  4.57  -4.71  1.26
F  3.89  -2.99  2.53
S  1.93  -3.98  0.94
O  2.09  -5.09  0.03
O  1.19  -4.36  2.13
O  1.39  -2.69  0.44
P  -2.34  0.35  -3.56
O  -3.82  0.59  -3.77
O  -2.94  0.64  -2.20
O  -2.08  1.54  -2.66
O  -1.71  -0.74  -2.67
P  -3.33  3.76  1.13
O  -3.34  4.78  2.31
O  -4.59  3.18  0.50
O  -2.31  2.58  1.24
O  -3.18  4.43  -0.23
O  1.51  0.84  2.10
H  2.41  1.16  2.04
H  1.25  1.00  3.00
O  -2.66  -1.57  1.25
H  -2.79  -2.45  0.91
H  -3.01  -1.61  2.14
O  1.12  3.29  -0.73
H  0.83  4.02  -1.28
H  1.78  3.67  -0.16
O  2.06  0.09  -2.35
H  2.26  -0.63  -2.95
H  2.28  0.88  -2.85

These are the natural (NBO) partial charges, in e, on atoms 1 to 5: number 1, Zr, carries 1.286; number 2, C, carries 0.718; number 3, F, carries -0.338; number 4, F, carries -0.346; number 5, F, carries -0.320

=====

(9)
DFT (ωB97M-V/def2-TZVPD) results for a cluster of 2 separate species, CH8N2 in total at a distorted geometry.

SMILES string = CN.N
LUMO energy = 0.94 eV
relative energy (zero: lowest compared OMol25 entry of this formula, charge and spin) = 2.4 kcal/mol
E_tot = -4146.6307 eV

Positions of all 11 atoms, in Å:
C  1.52  -1.40  -0.70
N  1.80  0.02  -0.40
H  0.60  -1.63  -0.17
H  2.32  -2.02  -0.31
H  1.37  -1.63  -1.74
H  2.56  0.41  -0.94
H  0.95  0.53  -0.50
N  -2.86  1.42  0.86
H  -3.64  1.53  1.48
H  -2.21  2.16  1.15
H  -2.41  0.60  1.28

These are the natural (NBO) partial charges, in e, on atoms 1 to 5: number 1, C, carries -0.408; number 2, N, carries -0.845; number 3, H, carries 0.189; number 4, H, carries 0.187; number 5, H, carries 0.166

=====

(10)
DFT (ωB97M-V/def2-TZVPD) results for a cluster of 2 separate species, CH8N2O in total at a distorted geometry.

SMILES string = NCN.O
LUMO energy = 0.81 eV
relative energy (zero: lowest compared OMol25 entry of this formula, charge and spin) = 14.4 kcal/mol
E_tot = -6193.8039 eV

Positions of all 12 atoms, in Å:
N  0.75  -0.28  -1.93
C  -0.05  -0.28  -0.62
N  0.56  0.38  0.54
H  0.67  0.65  -2.35
H  1.66  -0.39  -1.70
H  -0.99  0.25  -0.81
H  -0.35  -1.33  -0.38
H  1.53  0.01  0.71
H  0.50  1.33  0.65
O  -1.77  -0.28  1.98
H  -0.92  -0.73  2.14
H  -1.60  0.65  1.77

These are the natural (NBO) partial charges, in e, on atoms 1 to 5: number 1, N, carries -0.831; number 2, C, carries -0.065; number 3, N, carries -0.883; number 4, H, carries 0.346; number 5, H, carries 0.337

=====

The lowest E_tot belongs to which entry?
CH8F3O15P2SZr